#A
Here is C8H9NO3 in the gas phase from the OMol25 dataset. Energies are from ωB97M-V with the def2-TZVPD basis set.

Its total charge is 0. The HOMO energy is -8.973 eV. For the molar mass, the calculation gives 167.16 g mol⁻¹. As for the structure (SMILES): COc1ccc(C(=O)O)nc1C.

Geometry (Å):
H 1.38 2.13 -0.15
C -0.72 -0.70 -0.30
O 1.48 -0.15 3.70
H 1.42 1.25 2.03
C -1.58 -1.56 -1.19
C 0.85 -0.93 3.03
O -0.38 0.57 -2.15
H 1.09 2.08 -2.16
O 0.39 -2.07 3.47
H -1.02 -2.23 -1.96
H 0.15 1.59 -3.91
C 0.11 1.74 -2.80
N -0.29 -1.17 0.83
C 0.75 0.88 1.37
C 0.62 1.23 -0.01
H 0.81 -2.05 4.29
H -2.15 -2.41 -0.73
C 0.33 -0.38 1.68
H -0.62 2.61 -2.54
C -0.18 0.46 -0.79
H -2.44 -0.90 -1.72

=====

#B
Here is 2 unconnected molecules or ions with the total composition C8H9NO3 from the OMol25 dataset. Energies are from ωB97M-V with the def2-TZVPD basis set.

Its total charge is 0. The HOMO energy (spin up / spin down) is -7.217 / -7.215 eV. For the molar mass, the calculation gives 167.16 g mol⁻¹.

Geometry (Å):
O 1.85 0.75 0.29
H -4.23 0.27 -0.34
C 1.74 -1.10 1.94
H -2.47 2.26 -1.05
H -1.04 1.51 -1.68
C -1.53 1.71 -0.72
C 2.21 -0.43 -1.52
H 2.77 -1.26 2.07
C -1.94 0.35 -0.18
C 1.68 -0.57 0.55
N -1.84 -1.68 0.75
O 1.96 -1.30 -0.60
O -3.20 -1.28 0.65
H 2.27 1.76 -1.48
H 1.09 -1.98 2.00
C -1.12 -0.75 0.28
H -0.74 2.15 -0.05
C -3.21 -0.12 -0.03
C 2.14 0.84 -1.00
H 1.36 -0.35 2.69
H 2.25 -0.78 -2.58

=====

Verdict on stability: #B comes out at the bottom.

=====

#A
Here is a molecular structure, CH4O3 from the OMol25 dataset. Energies are from ωB97M-V with the def2-TZVPD basis set.

Its total charge is 0. The HOMO energy is -10.215 eV. For the molar mass, the calculation gives 64.04 g mol⁻¹.

Geometry (Å):
O 0.51 -1.12 0.44
H -1.81 -0.39 -0.05
C 1.25 -0.16 0.62
H 2.25 -0.14 0.93
O 0.77 1.02 0.17
H -0.37 0.75 -0.24
H -1.07 -0.25 -1.22
O -1.53 0.30 -0.66

=====

#B
Here is 2 unconnected molecules or ions with the total composition CH4O3 from the OMol25 dataset. Energies are from ωB97M-V with the def2-TZVPD basis set.

Its total charge is 0. The HOMO energy is -11.048 eV. For the molar mass, the calculation gives 64.04 g mol⁻¹. As for the structure (SMILES): O=CO.O.

Geometry (Å):
H 0.46 0.80 -1.49
O 1.01 0.86 0.72
O 1.40 0.55 -1.48
O -2.39 -0.26 0.77
H -2.63 -1.00 0.19
C 1.57 0.27 -0.14
H 2.42 -0.42 0.07
H -1.84 -0.81 1.36

=====

Verdict on stability: #A comes out at the bottom.

=====

#A
Here is a molecular structure, C14H10N6O4S3Ta from the OMol25 dataset. Energies are from ωB97M-V with the def2-TZVPD basis set.

Its total charge is +3. The HOMO energy is -17.465 eV. For the molar mass, the calculation gives 603.42 g mol⁻¹.

Geometry (Å):
N 2.28 -2.41 -2.72
C -2.54 -3.50 -1.54
C 2.12 -2.46 0.83
C -2.34 2.99 -0.93
H -3.21 2.36 -0.99
C 1.20 -2.50 1.96
Ta -0.53 -1.44 -0.32
C -0.92 -2.45 2.81
S 0.02 -2.90 4.19
O -1.89 0.16 -0.54
C -1.07 2.43 -0.70
O 0.26 0.44 -0.44
N -2.24 -2.30 2.87
S -3.62 -4.35 -2.19
N 1.13 5.46 -0.71
C -1.33 5.17 -1.03
C -0.08 4.59 -0.79
H 1.05 2.82 -0.44
N -0.16 -2.26 1.71
C -0.90 1.02 -0.56
C 0.07 3.24 -0.63
H -1.40 6.24 -1.17
N 1.56 -2.35 -0.46
H 1.35 -2.50 -3.10
O 2.19 4.88 -0.70
H 4.12 -2.67 1.69
H 3.04 -2.51 -3.37
C 3.46 -2.59 0.84
O 0.93 6.65 -0.67
C -2.46 4.35 -1.10
C 2.51 -2.45 -1.41
N -1.66 -2.80 -1.00
C 1.46 -2.85 3.24
H -3.42 4.79 -1.30
H -2.80 -2.12 2.05
H 2.42 -3.11 3.66
H -2.73 -2.48 3.73
S 4.10 -2.62 -0.76

=====

#B
Here is a molecular structure, C14H10N6O4S3Ta from the OMol25 dataset. Energies are from ωB97M-V with the def2-TZVPD basis set.

Its total charge is +3. The HOMO energy is -17.204 eV. For the molar mass, the calculation gives 603.42 g mol⁻¹.

Geometry (Å):
O 2.14 -3.08 1.19
C -0.84 1.44 2.73
H -0.91 -2.66 4.01
N -0.91 1.94 0.34
C -0.76 1.57 4.06
H -0.03 -2.08 -1.56
S -4.76 -2.44 -0.26
N -0.94 -2.07 3.19
O 0.63 -1.39 0.59
Ta -0.73 -0.20 0.22
H 2.57 -0.01 -4.27
H 4.49 -1.23 -3.27
C -0.85 2.44 1.68
C -1.06 3.00 -0.51
H -0.69 2.47 4.65
C 1.76 -2.46 0.29
H 4.21 -2.37 -1.10
C 3.34 -2.05 -1.65
C 2.06 -2.23 -1.14
C -3.42 -1.73 -0.12
H -0.84 4.36 2.70
H -0.98 -2.53 2.30
H -1.42 2.05 -2.29
O -0.16 0.62 -4.01
C 2.43 -0.71 -3.45
N -2.33 -1.14 -0.01
C 0.97 -1.82 -1.86
O -0.60 0.21 -1.94
C -0.90 -0.75 3.31
N -1.24 2.92 -1.82
S -0.81 0.03 4.84
C 1.17 -0.93 -2.89
N -0.91 0.12 2.27
S -1.01 4.53 0.26
C 3.50 -1.36 -2.86
H -1.38 3.77 -2.35
C -0.87 3.77 1.79
N 0.08 0.00 -3.04

=====

Verdict on stability: #A comes out at the bottom.

=====

#A
Here is 2 unconnected molecules or ions with the total composition C2H8N2S2 from the OMol25 dataset. Energies are from ωB97M-V with the def2-TZVPD basis set.

Its total charge is 0. The HOMO energy is -8.998 eV. For the molar mass, the calculation gives 124.23 g mol⁻¹. As for the structure (SMILES): [H]/N=C/N.CSS.

Geometry (Å):
N 0.77 -2.75 -2.06
H 3.55 -2.93 -2.06
H 3.58 -3.65 -0.66
N 2.94 -3.29 -1.35
H 0.60 1.70 2.13
H -2.15 1.22 -1.35
C 1.61 -3.52 -1.54
H -0.49 0.54 -1.09
S -0.73 1.67 2.25
H -0.07 -3.24 -2.34
H 1.32 -4.48 -1.05
S -1.18 2.50 0.41
C -1.37 0.99 -0.62
H -1.73 0.21 0.04

=====

#B
Here is C2H8N2S2 in the gas phase from the OMol25 dataset. Energies are from ωB97M-V with the def2-TZVPD basis set.

Its total charge is 0. The HOMO energy (spin up / spin down) is -7.707 / -7.406 eV. For the molar mass, the calculation gives 124.23 g mol⁻¹. As for the structure (SMILES): [H]/N=S(/C)#S(/C)=N\[H].

Geometry (Å):
H 0.36 -0.82 1.10
H 3.16 1.91 -0.35
N 2.49 1.30 0.20
S 1.43 0.32 -0.59
H 1.47 -2.11 0.26
C -1.71 0.65 -1.19
C 1.34 -1.03 0.57
H -0.65 0.94 2.17
H 2.13 -0.70 1.38
H -2.80 0.81 -1.33
H -1.52 -0.44 -1.37
H -1.38 0.96 -2.11
N -1.09 0.43 1.42
S -0.83 1.38 0.16

=====

Verdict on stability: #B comes out at the bottom.

=====

#A
Here is C5H8O4 in the gas phase from the OMol25 dataset. Energies are from ωB97M-V with the def2-TZVPD basis set.

Its total charge is 0. The HOMO energy is -9.076 eV. For the molar mass, the calculation gives 132.12 g mol⁻¹. As for the structure (SMILES): C#C[C@](O)(CO)C(O)O.

Geometry (Å):
C 0.00 0.60 1.44
O -1.37 -1.79 0.54
O -1.42 0.06 -0.95
C -0.65 -1.01 -0.40
O 0.68 0.98 -1.98
C 0.45 -0.28 0.35
C -0.01 1.20 2.47
H -0.06 1.79 3.40
H 1.99 -0.76 1.25
H -1.34 -1.54 1.48
H -2.31 0.05 -0.61
H -0.14 1.32 -1.71
H -0.43 -1.67 -1.21
H 2.23 0.14 -1.17
H 1.63 1.63 -0.22
O 1.29 -1.28 0.89
C 1.42 0.74 -0.89

=====

#B
Here is 2 unconnected molecules or ions with the total composition C5H8O4 from the OMol25 dataset. Energies are from ωB97M-V with the def2-TZVPD basis set.

Its total charge is 0. The HOMO energy is -9.086 eV. For the molar mass, the calculation gives 132.12 g mol⁻¹. As for the structure (SMILES): CC(=O)C(C)=O.O=CO.

Geometry (Å):
C -0.31 2.00 0.57
H -0.13 -2.04 -0.83
H 0.31 2.82 0.21
H -1.70 -2.52 -0.23
O -0.10 0.86 -1.59
C -1.15 -0.49 0.22
O -2.05 -0.27 0.99
H 0.07 1.67 1.53
H 1.70 0.27 -1.21
O 2.07 0.40 -0.30
H -1.57 -1.47 -1.66
H 2.51 -1.47 0.38
C 1.79 -0.67 0.60
C -1.15 -1.69 -0.68
O 1.34 -0.53 1.70
H -1.35 2.29 0.71
C -0.27 0.86 -0.40

=====

Verdict on stability: #A comes out at the bottom.

=====

#A
Here is 2 unconnected molecules or ions with the total composition H3O5 from the OMol25 dataset. Energies are from ωB97M-V with the def2-TZVPD basis set.

Its total charge is +1. The HOMO energy (spin up / spin down) is -17.696 / -17.632 eV. For the molar mass, the calculation gives 83.02 g mol⁻¹.

Geometry (Å):
O -0.24 -0.31 0.75
O -2.09 -1.02 0.65
O 0.95 1.44 0.33
O 0.78 -0.16 -1.18
O 0.12 0.50 -0.16
H -1.99 -1.78 1.28
H 0.59 0.22 -2.17
H 1.89 1.11 0.49

=====

#B
Here is 2 unconnected molecules or ions with the total composition H3O5 from the OMol25 dataset. Energies are from ωB97M-V with the def2-TZVPD basis set.

Its total charge is +1. The HOMO energy (spin up / spin down) is -18.530 / -18.525 eV. For the molar mass, the calculation gives 83.02 g mol⁻¹.

Geometry (Å):
O -1.46 -1.26 -0.01
H -0.13 1.36 -0.53
O -0.36 -0.47 -0.20
O 1.85 0.45 -0.43
H 2.57 0.44 0.21
O 0.58 -0.49 0.78
O -0.87 0.78 -0.28
H -2.19 -0.80 0.46

=====

#C
Here is a molecular structure, H3O5 from the OMol25 dataset. Energies are from ωB97M-V with the def2-TZVPD basis set.

Its total charge is +1. The HOMO energy (spin up / spin down) is -16.991 / -16.991 eV. For the molar mass, the calculation gives 83.02 g mol⁻¹.

Geometry (Å):
O -1.61 0.72 -0.20
O -0.51 0.11 0.42
H -0.73 -1.91 0.60
H 1.74 -0.20 -1.14
O 1.79 -0.02 -0.09
O -0.38 -1.17 0.03
O 1.04 0.87 0.25
H -1.34 1.60 0.14

=====

Verdict on stability: #A comes out at the bottom.